Version i
An isolated ion of composition C5H15N2O and charge +1, computed with ωB97M-V/def2-TZVPD.

Each line ends with the Löwdin charge.
Cartesian coordinates (Å):
C 0.85888 -2.28316 -1.10031  -0.011
C -0.73796 1.18861 1.74181  0.048
C 0.05337 2.29259 -0.27271  0.003
C 0.56246 -1.36999 0.02440  -0.350
C -0.29863 -0.15924 -0.54643  -0.242
N -1.65779 -0.56193 -0.63685  0.131
N -0.04371 1.03103 0.42099  -0.149
O 1.73111 -0.74954 0.52146  -0.042
H 1.15017 -1.77714 -1.94890  0.076
H 1.53135 -3.00022 -0.82707  0.067
H 0.07014 -2.88765 -1.58108  0.122
H -0.81072 0.22704 2.43025  0.162
H -0.22838 1.85295 2.31696  0.065
H -1.68605 1.57670 1.42856  0.099
H -0.77821 2.26353 -0.87203  0.083
H -0.00270 3.08472 0.36701  0.077
H 0.98669 2.54807 -0.85596  0.155
H 0.11960 -1.65408 0.92595  0.128
H 0.19162 0.09039 -1.40371  0.126
H -2.09067 -1.22428 0.03477  0.134
H -2.29404 0.03907 -1.01578  0.056
H 0.92138 0.87805 0.56828  0.109
H 2.45210 -1.40551 0.28035  0.152

As for the HOMO energy: -14.15 eV. The spin multiplicity is 1. The net charge is +1. The gap between HOMO and LUMO is 11.52 eV. The molecular weight is 119.19 g/mol. The LUMO energy is -0.097 Eh.


Version ii
A 2-piece molecular cluster, C5H15N2O overall, computed with ωB97M-V/def2-TZVPD.

Each line ends with the Löwdin charge.
Cartesian coordinates (Å):
N -4.51187 0.64376 -0.66045  0.022
C 0.20972 -0.24356 1.33129  0.150
C -1.13809 0.32273 1.27283  -0.115
O -1.88430 -0.58101 0.30658  -0.044
C 0.76745 -0.64719 0.04539  -0.168
N 1.76370 0.30731 -0.54642  -0.195
C 2.67253 0.77966 0.44055  -0.077
C 2.44525 -0.26732 -1.71883  -0.043
H -4.74851 0.28688 -1.60088  0.031
H -5.30623 1.07899 -0.26999  -0.009
H -4.04845 -0.04540 -0.10128  -0.032
H 0.37393 -0.72991 2.33103  0.176
H -1.59461 0.43499 2.18541  0.105
H -1.23953 1.25328 0.67865  0.177
H -1.70124 -1.47689 0.65472  0.112
H 0.04323 -0.88730 -0.70162  0.122
H 1.33388 -1.62926 -0.02161  0.169
H 3.15849 -0.02662 0.96236  0.100
H 3.37936 1.54720 0.16799  0.106
H 2.07449 1.20019 1.31952  0.122
H 2.82087 -1.26553 -1.46844  0.099
H 1.82602 -0.36925 -2.57964  0.090
H 3.30391 0.31426 -2.02717  0.102

As for the HOMO energy: -12.16 eV. The spin multiplicity is 1. The net charge is +1. The gap between HOMO and LUMO is 4.46 eV. The molecular weight is 119.19 g/mol. The LUMO energy is -0.283 Eh.


Order from most stable to least stable according to the calculation: version i, version ii


Version i
One molecule with the formula C3H6FNO2, computed with ωB97M-V/def2-TZVPD.

Each line ends with the Löwdin charge.
Cartesian coordinates (Å):
C -0.92466 -0.24703 0.17366  -0.458
C -2.30703 0.34953 0.37294  -0.033
C 2.44635 0.37675 -0.32520  -0.204
N 0.17905 0.43746 0.25758  0.139
O -0.91909 -1.55407 -0.21591  0.042
O 1.24665 -0.36458 -0.30344  -0.106
F 3.53930 -0.10135 0.38168  -0.011
H -3.02419 0.31336 -0.42852  0.056
H -2.31161 1.33663 0.71557  0.044
H -2.81955 -0.34970 1.15033  0.112
H 2.74004 0.27992 -1.41520  0.147
H 2.10982 1.35230 0.06953  0.125
H 0.04493 -1.82919 -0.43301  0.146

As for the HOMO energy (alpha / beta): -5.27 / -11.53 eV. The spin multiplicity is 3. The net charge is 0. The gap between HOMO and LUMO (alpha / beta) is 6.06 / 9.30 eV. The molecular weight is 107.08 g/mol. The LUMO energy (alpha / beta) is 0.029 / -0.082 Eh.


Version ii
One molecule with the formula C3H6FNO2, computed with ωB97M-V/def2-TZVPD.

Each line ends with the Löwdin charge.
Cartesian coordinates (Å):
C 0.77010 0.18631 -0.75291  -0.318
C 0.12868 0.05966 0.59956  -0.475
C -0.61685 -1.10859 1.08079  -0.049
N -0.37054 0.15623 -1.63327  0.034
O -1.44214 0.81428 -0.86422  -0.028
O 0.36238 0.94467 1.49916  0.056
F 1.42006 1.42745 -0.78584  -0.014
H 1.54485 -0.57114 -1.13598  0.169
H -0.27946 -1.83881 0.34379  0.070
H -1.76861 -0.98228 0.96398  0.112
H -0.24174 -1.41845 2.10901  0.106
H -0.26535 0.47693 -2.63791  0.158
H 0.75861 1.85373 1.21384  0.177

As for the HOMO energy (alpha / beta): -6.05 / -10.85 eV. The spin multiplicity is 3. The net charge is 0. The gap between HOMO and LUMO (alpha / beta) is 6.94 / 9.64 eV. The molecular weight is 107.08 g/mol. The LUMO energy (alpha / beta) is 0.033 / -0.045 Eh.


Order from most stable to least stable according to the calculation: version ii, version i